Density functional theory data (wB97M-V/def2-TZVPD) for C2H5ClN2O in the gas phase in a non-equilibrium geometry.

```
11
Properties=species:S:1:pos:R:3:forces:R:3:mulliken_charge:R:1
H 0.5990 -1.0303 -2.2860 -0.398 0.622 0.940 0.28
N 0.0116 -0.2768 -1.8810 -0.432 -0.054 -1.807 -0.68
C -0.2201 -0.2985 -0.6443 1.977 -1.211 -0.156 0.45
C -1.1484 0.6935 -0.0544 -0.604 -0.276 -0.805 -0.33
Cl -0.3142 1.5731 1.2220 -0.145 0.445 0.524 -0.19
N 0.4660 -1.1429 0.2024 -0.130 0.079 -0.087 -0.13
O 1.3076 -2.0920 -0.3381 -0.350 -0.475 -0.123 -0.47
H -2.0307 0.1472 0.3271 0.298 0.650 0.036 0.26
H -1.3958 1.3579 -0.9096 -0.064 -0.314 0.899 0.28
H 0.3949 -1.2109 1.1904 -0.274 0.143 0.503 0.19
H 2.1818 -1.7042 -0.4479 0.120 0.391 0.077 0.33
```
Forces are in eV/Å.

E_HOMO (eV): -9.317
Energy relative to the best compared isomer or geometry (same formula, charge and spin) (kcal/mol): 33.9
LUMO (hartree): 0.0283
Energy (eV): -19703.2785
Structure (SMILES): [H]/N=C(/CCl)NO
Total charge: 0

---

Density functional theory data (wB97M-V/def2-TZVPD) for a molecular structure, C5H25N2O7 in a non-equilibrium geometry.

```
39
Properties=species:S:1:pos:R:3:forces:R:3:mulliken_charge:R:1
N -1.2576 -0.0538 -1.9237 1.030 0.661 -0.352 -0.52
C -0.5363 -0.6478 -0.7998 -1.366 -1.130 1.730 1.65
C -0.3120 -2.1790 -0.9135 0.969 0.438 -1.467 -1.16
C 0.9646 -2.7763 -0.2960 0.190 -0.639 -0.458 -0.44
O 2.0152 -2.7654 -1.2840 -0.161 -0.110 0.558 -0.64
C -1.4848 -0.5141 0.4476 -0.091 -0.567 0.201 -1.50
N -2.2950 0.6990 0.5889 0.548 0.244 0.624 -0.43
C -1.6049 1.8629 1.1966 0.104 -0.676 -0.790 -0.93
H -0.5529 0.1493 -2.6348 -0.439 -0.169 -0.062 0.28
H -1.9882 -0.6427 -2.3174 0.350 -0.113 0.189 0.20
H 0.4232 -0.1847 -0.6241 0.013 0.512 -0.220 -0.42
H -0.1330 -2.3905 -2.0041 -0.659 -0.066 0.844 0.37
H -1.2359 -2.6109 -0.5485 -0.003 -0.707 -0.167 0.45
H 0.7851 -3.8641 -0.0213 0.240 1.190 -0.411 0.29
H 1.2855 -2.2735 0.6260 -0.090 0.120 -0.112 0.21
H -2.1601 -1.3764 0.3837 -0.564 0.381 -0.451 0.16
H -1.0388 -0.8385 1.4096 0.502 0.893 -0.567 0.69
H -2.5516 1.0133 -0.3362 -0.260 -0.555 -0.120 0.42
H -1.4881 2.6222 0.4417 0.120 0.620 -0.292 0.34
H -0.5915 1.5898 1.4754 0.067 0.040 0.573 0.28
H -2.1841 2.3201 1.9916 0.083 -0.145 0.418 0.29
H -2.3892 -0.2738 2.8308 -0.216 -0.340 -0.574 0.33
H -2.1304 -0.9016 4.1241 0.118 -0.520 0.150 0.31
O -2.3356 -1.1624 3.2178 -0.116 0.826 0.597 -0.64
H -1.5522 3.1533 -3.0138 0.087 -0.276 0.323 0.30
H -1.9922 2.5181 -1.6578 0.329 -0.192 -0.431 0.32
O -2.2311 3.1643 -2.3319 -0.378 0.423 -0.016 -0.70
H 2.5272 1.4706 0.0592 0.144 0.093 0.521 0.47
H 3.8336 0.8888 1.0650 -0.180 -0.106 0.184 0.20
O 2.8999 1.0615 1.2408 0.060 0.373 -1.691 -0.91
H 2.2359 0.3083 2.5349 0.127 0.430 0.479 0.44
H 2.8071 0.5174 3.9442 0.013 0.084 -0.068 0.25
O 2.0067 0.2194 3.5077 -0.266 -0.469 -0.042 -0.68
H 2.1674 -1.8480 -1.6515 -0.396 -0.448 0.562 0.48
H 2.5341 -0.2568 -3.1582 0.256 0.796 0.093 0.19
O 2.1739 -0.3053 -2.2772 -0.524 -0.987 0.641 -0.67
H 1.1668 1.9246 -0.6477 0.006 0.253 -0.375 0.27
H 2.1575 0.5190 -1.6318 0.350 0.526 -1.381 0.40
O 2.0616 1.8640 -1.0125 0.002 -0.687 1.361 -0.92
```
Forces are in eV/Å.

E_HOMO (eV): -5.865
Energy relative to the best compared isomer or geometry (same formula, charge and spin) (kcal/mol): 36.0
LUMO (hartree): 0.1151
Energy (eV): -22903.9447
Total charge: -1

---

Density functional theory data (wB97M-V/def2-TZVPD) for a molecular structure, C28H66GaIN7O7P2 in a non-equilibrium geometry.

```
112
Properties=species:S:1:pos:R:3:forces:R:3:mulliken_charge:R:1
C -1.9253 -2.6708 -0.5561 -0.121 0.575 0.122 -0.50
O -0.7457 -2.6517 0.2921 0.053 -1.468 -1.455 -0.38
C 0.2984 -3.3657 -0.4081 1.560 0.524 -0.299 -0.34
C 0.7590 -2.6841 -1.7885 -0.700 -1.175 -0.281 0.08
C 2.1237 -3.3956 -2.2297 -0.247 0.085 -1.341 -0.72
C 3.3871 -2.4278 -2.3432 -0.143 -0.183 -0.591 -0.07
Ga 3.8906 -1.4104 -0.6294 -0.611 0.173 -0.303 -0.98
C 2.3030 -0.3267 0.2002 0.065 0.670 -0.015 -0.19
C 1.9210 0.9441 -0.7282 -0.663 -0.337 0.677 -0.77
C 1.9242 2.3215 0.0908 0.619 -0.464 -1.051 -0.92
I 0.0576 2.3640 1.2646 0.812 0.157 -0.234 -0.14
C 5.3043 0.0642 -1.1422 0.269 -0.157 -0.897 -0.28
C 5.2704 0.4630 -2.6651 0.683 4.741 1.629 0.28
O 5.1566 1.6843 -2.9505 -0.222 -4.135 0.060 -0.66
O 5.4020 -0.4336 -3.7740 1.802 -1.168 1.737 -0.29
C 6.4903 -1.3204 -3.6278 1.878 -1.086 0.373 0.80
C 6.3936 -2.6821 -4.4812 -0.984 1.381 -0.490 -0.95
O 7.5073 -1.1233 -2.9469 -3.190 0.038 -1.720 -0.56
C 4.7846 -2.5458 0.8419 0.366 -1.057 1.851 -0.22
C 4.3470 -4.0619 0.8861 0.864 -0.740 -2.712 0.15
O 4.4576 -4.7247 -0.1908 -0.130 1.614 3.019 -0.62
N 3.8760 -4.7946 2.0620 -1.898 0.890 -1.925 -0.06
C 3.1171 -6.0189 1.5914 -0.597 -0.358 0.521 -0.73
C 2.8818 -4.0248 2.8688 -0.070 0.269 2.174 -0.76
H -1.8711 -1.7440 -1.2215 -0.433 -1.100 0.812 0.21
H -1.9156 -3.5724 -1.2600 -0.191 0.976 1.102 0.32
H -2.8338 -2.6689 0.1432 1.256 0.017 -1.215 0.07
H 0.0184 -4.4571 -0.6266 0.062 1.377 0.274 0.41
H 1.2484 -3.4253 0.2406 -1.568 0.346 -0.557 -0.14
H -0.0487 -2.9624 -2.5629 1.153 0.526 1.007 0.50
H 0.7882 -1.5507 -1.7647 0.225 -1.392 0.307 -0.12
H 2.2679 -4.3034 -1.5617 0.220 1.178 -0.698 0.22
H 1.9382 -3.8155 -3.2891 0.219 0.374 1.509 0.35
H 4.3210 -2.9851 -2.7254 -1.520 0.521 0.601 -0.15
H 3.1601 -1.6482 -3.1633 0.180 -1.099 1.127 0.46
H 1.4001 -0.9760 0.4286 0.976 0.979 -0.193 0.13
H 2.7031 0.0815 1.1869 -0.576 -0.473 -0.978 0.51
H 2.6020 1.0270 -1.6409 -0.739 0.111 1.229 0.22
H 0.8424 0.8044 -1.1067 1.640 0.234 0.299 0.38
H 1.8785 3.2110 -0.6128 -0.056 -0.976 1.070 0.35
H 2.8213 2.4201 0.7972 -1.497 -0.189 -0.935 0.44
H 5.0567 0.9958 -0.5197 0.571 -1.187 -1.287 0.22
H 6.3179 -0.3557 -0.8345 -1.285 0.578 -0.648 0.46
H 7.2604 -2.7011 -5.2325 -1.161 -0.055 1.348 0.33
H 5.4073 -2.6657 -5.0697 1.465 -0.180 0.915 0.28
H 6.3973 -3.5630 -3.7693 0.171 1.169 -0.873 0.24
H 5.9203 -2.5347 0.6613 -1.637 -0.173 0.174 0.30
H 4.5985 -1.9982 1.8377 0.404 -0.915 -1.283 0.29
H 2.2607 -5.6791 0.8998 1.418 -0.704 0.660 0.20
H 3.7890 -6.7960 1.1170 -0.889 1.143 0.473 0.22
H 2.5853 -6.4672 2.5077 1.046 0.533 -1.204 0.36
H 3.1259 -4.2367 3.9764 -0.454 0.399 -1.478 0.24
H 2.9330 -2.8990 2.7487 -0.020 -1.465 -0.159 0.28
H 1.7988 -4.3909 2.7391 1.589 0.698 -0.227 0.25
O 0.6974 6.0391 -0.7869 -2.994 0.927 1.953 -0.69
P 0.1223 7.2552 -1.5332 5.942 -1.003 -4.026 0.73
N 0.0515 6.4579 -3.0530 -0.359 -0.348 -1.404 0.17
C 1.2323 5.8950 -3.6894 0.374 -0.022 0.168 -0.93
C -1.0388 5.4866 -3.1269 -0.272 0.307 0.247 -1.13
N 1.5011 8.2438 -1.3207 0.688 0.336 1.318 0.23
C 2.3876 8.7344 -2.3548 -0.436 0.707 -0.277 -1.06
C 2.2794 8.0306 -0.0996 -0.147 -0.369 0.145 -0.99
N -0.6167 8.6833 -2.3251 -2.497 0.242 1.370 0.03
C -1.8148 9.1105 -1.5902 0.168 0.432 0.197 -1.05
C -0.8588 8.8548 -3.7523 -0.135 -0.603 -0.386 -1.00
H 0.9931 5.5898 -4.7155 -0.215 -0.057 0.191 0.38
H 1.6328 5.0298 -3.1540 0.074 -0.078 -0.035 0.18
H 2.0218 6.6346 -3.8002 0.016 0.048 0.227 0.28
H -1.9884 5.9624 -2.8513 0.000 0.001 0.099 0.29
H -0.8766 4.6418 -2.4483 -0.019 -0.038 -0.013 0.28
H -1.1653 5.1004 -4.1423 0.175 0.134 0.001 0.37
H 3.1593 8.0010 -2.6130 0.010 -0.072 0.039 0.39
H 2.9000 9.6414 -2.0143 -0.008 -0.075 0.090 0.38
H 1.8679 9.0268 -3.2660 -0.163 -0.185 0.011 0.23
H 2.9560 7.1766 -0.1960 0.051 -0.092 0.108 0.30
H 1.6208 7.8565 0.7529 0.103 -0.158 -0.147 0.30
H 2.8765 8.9144 0.1486 -0.096 0.077 -0.311 0.34
H -2.6468 8.4168 -1.7562 -0.160 0.158 0.010 0.34
H -2.1298 10.1159 -1.8844 0.042 -0.071 -0.072 0.36
H -1.6096 9.1408 -0.5148 0.050 -0.088 -0.008 0.33
H -1.6886 8.2361 -4.1130 0.015 0.034 -0.158 0.32
H 0.0213 8.6386 -4.3571 -0.062 -0.224 0.236 0.29
H -1.1092 9.9021 -3.9603 -0.099 0.034 0.438 0.39
O -4.2340 -3.3601 2.0424 -1.767 2.974 -1.360 -0.75
P -5.5063 -3.2517 2.9016 2.600 -6.097 2.872 0.70
N -4.6596 -3.2595 4.3958 0.352 0.139 1.425 0.18
C -3.7895 -4.3565 4.7881 0.095 -0.319 -0.233 -1.03
C -3.9795 -1.9925 4.6624 -0.365 0.255 -0.194 -1.16
N -6.1397 -4.7735 2.4474 -0.210 -0.518 -1.430 0.21
C -6.3350 -5.9248 3.3028 -0.790 0.198 0.358 -1.05
C -5.8182 -5.2420 1.0985 0.298 0.257 -0.114 -0.95
N -7.0201 -3.0490 3.8389 -0.906 2.549 -0.882 0.02
C -7.7703 -1.8841 3.3499 -0.403 -0.213 -0.225 -1.04
C -7.1583 -3.1182 5.2885 0.579 0.216 0.410 -1.00
H -3.4900 -4.2380 5.8367 -0.014 0.257 -0.143 0.39
H -2.8871 -4.4241 4.1741 0.096 -0.041 0.004 0.27
H -4.3072 -5.3126 4.7569 -0.062 0.015 -0.220 0.29
H -4.6875 -1.1585 4.5790 -0.003 0.013 -0.093 0.30
H -3.1635 -1.8129 3.9540 0.029 0.022 0.026 0.33
H -3.5749 -1.9590 5.6779 -0.093 -0.195 -0.033 0.35
H -5.4211 -6.5210 3.4002 0.072 0.010 -0.043 0.38
H -7.1086 -6.5791 2.8850 0.067 0.042 -0.087 0.38
H -6.6890 -5.6669 4.2998 0.140 0.204 0.015 0.23
H -4.8205 -5.6885 1.0532 0.101 -0.005 -0.117 0.29
H -5.8625 -4.4192 0.3829 0.182 -0.088 0.120 0.29
H -6.5430 -5.9875 0.7551 -0.077 0.021 0.320 0.33
H -7.2914 -0.9487 3.6605 -0.192 0.106 0.021 0.34
H -8.8022 -1.8893 3.7126 0.087 -0.039 0.062 0.36
H -7.8152 -1.8936 2.2557 0.098 -0.027 -0.003 0.33
H -6.7395 -2.2387 5.7908 -0.023 -0.054 0.150 0.32
H -6.6979 -4.0099 5.7127 0.186 0.156 -0.224 0.29
H -8.2202 -3.1798 5.5548 -0.081 0.167 -0.416 0.39
```
Forces are in eV/Å.

E_HOMO (eV): -4.983
LUMO (hartree): 0.0203
Energy (eV): -133916.4535
Total charge: -1

---

Question: Number 1 is which compound?
Answer: C2H5ClN2O

---

Question: Which value of LUMO does entry 1 give?
Answer: 0.0283 hartree

---

Question: Look up the E_HOMO of the first one.
Answer: -9.317 eV